(1)
A molecular structure, C42H32F6N3O8PV at a distorted geometry, computed with ωB97M-V/def2-TZVPD.

Output
HOMO (spin up / spin down) (eV): -5.16 / -5.16
Net charge: -1
Multiplicity: 3
Frontier orbital gap (spin up / spin down) (eV): 6.84 / 6.93
Relative energy (zero: lowest compared OMol25 entry of this formula, charge and spin) (kJ/mol): 178.32

Positions of all 93 atoms, in Å:
V  -0.27  -0.65  -0.56
O  1.78  0.82  -0.39
C  2.48  0.80  -1.62
C  1.80  -0.28  -2.55
O  2.20  -0.49  -3.67
O  0.82  -0.87  -1.96
C  3.96  0.50  -1.44
C  4.80  0.45  -2.55
C  6.15  0.19  -2.40
C  6.69  -0.01  -1.14
C  5.86  0.06  -0.03
C  4.51  0.32  -0.18
C  2.35  2.21  -2.23
C  2.35  2.45  -3.60
C  2.26  3.75  -4.07
C  2.16  4.82  -3.20
C  2.16  4.58  -1.83
C  2.25  3.29  -1.35
H  2.08  0.11  0.23
H  4.39  0.60  -3.54
H  6.79  0.14  -3.28
H  7.75  -0.20  -1.01
H  6.27  -0.08  0.97
H  3.89  0.37  0.71
H  2.40  1.62  -4.29
H  2.25  3.93  -5.14
H  2.08  5.83  -3.57
H  2.09  5.41  -1.14
H  2.23  3.10  -0.28
O  1.03  -7.03  2.34
C  0.31  -6.76  1.36
O  -0.47  -7.45  0.69
C  0.39  -5.27  0.89
C  -0.04  -4.92  -0.39
C  -0.02  -3.59  -0.77
N  0.36  -2.61  0.05
C  0.86  -2.95  1.24
C  0.89  -4.26  1.70
C  1.56  -1.83  2.01
O  1.94  -2.04  3.15
O  1.76  -0.78  1.30
H  -0.40  -5.69  -1.05
H  -0.32  -3.30  -1.77
H  1.33  -4.48  2.66
N  -0.94  1.91  1.02
P  -0.95  0.29  1.57
C  -2.70  0.12  2.14
C  -3.30  -1.14  2.10
C  -4.61  -1.32  2.52
C  -5.34  -0.23  2.99
C  -4.74  1.02  3.05
C  -3.44  1.19  2.63
C  -0.26  0.59  3.24
C  -0.61  -0.27  4.27
C  -0.11  -0.06  5.55
C  0.74  1.00  5.80
C  1.11  1.85  4.76
C  0.62  1.64  3.48
C  -1.03  2.26  -0.30
C  -1.40  3.56  -0.64
C  -1.43  3.93  -1.97
C  -1.07  2.99  -2.92
C  -0.74  1.72  -2.50
N  -0.76  1.33  -1.22
H  -1.13  2.65  1.68
H  -2.72  -1.98  1.73
H  -5.05  -2.30  2.50
H  -6.36  -0.37  3.30
H  -5.30  1.87  3.43
H  -3.00  2.18  2.69
H  -1.26  -1.11  4.08
H  -0.38  -0.74  6.35
H  1.14  1.16  6.79
H  1.78  2.68  4.95
H  0.96  2.26  2.66
H  -1.67  4.26  0.14
H  -1.73  4.93  -2.26
H  -1.05  3.23  -3.98
H  -0.45  0.98  -3.23
C  -3.98  -2.70  -0.99
C  -3.09  -1.55  -1.46
O  -1.95  -1.45  -0.70
C  -2.70  -1.86  -2.94
F  -3.77  -1.86  -3.76
F  -1.82  -0.99  -3.43
F  -2.15  -3.08  -3.03
C  -3.92  -0.20  -1.47
F  -3.45  0.68  -0.57
F  -3.93  0.45  -2.65
F  -5.21  -0.40  -1.14
H  -3.35  -3.58  -0.88
H  -4.78  -2.90  -1.70
H  -4.41  -2.45  -0.02

(2)
A molecular structure, C42H33BrMnN7O5PSSe at a distorted geometry, computed with ωB97M-V/def2-TZVPD.

Output
HOMO (spin up / spin down) (eV): -13.19 / -13.18
Net charge: +2
Multiplicity: 2
Frontier orbital gap (spin up / spin down) (eV): 7.00 / 6.94

Positions of all 92 atoms, in Å:
Mn  0.09  0.19  -1.32
N  -2.16  0.36  1.10
P  -2.56  1.11  -0.34
C  -4.31  1.17  -0.36
C  -4.93  0.80  -1.55
C  -6.32  0.83  -1.62
C  -7.07  1.21  -0.52
C  -6.44  1.58  0.67
C  -5.06  1.57  0.75
C  -1.93  2.81  -0.30
C  -0.58  3.15  -0.33
C  -0.04  4.37  -0.59
C  -0.96  5.40  -0.81
C  -2.31  5.17  -0.75
C  -2.80  3.88  -0.52
C  -1.02  -0.35  1.53
C  -1.01  -0.78  2.86
C  0.12  -1.38  3.36
C  1.23  -1.54  2.53
C  1.13  -1.13  1.24
N  0.03  -0.54  0.70
H  -2.94  0.27  1.74
H  -4.34  0.51  -2.41
H  -6.81  0.55  -2.54
H  -8.15  1.23  -0.58
H  -7.03  1.89  1.52
H  -4.58  1.89  1.68
H  0.04  1.53  0.78
H  1.02  4.54  -0.64
H  -0.58  6.39  -1.02
H  -3.01  5.98  -0.92
H  -3.86  3.69  -0.55
H  -1.89  -0.63  3.47
H  0.14  -1.71  4.39
H  2.14  -2.01  2.88
H  1.94  -1.31  0.54
Br  6.00  -3.61  3.47
C  6.22  -1.92  2.70
C  5.28  -0.93  2.96
C  5.42  0.32  2.38
C  6.51  0.57  1.56
C  7.48  -0.40  1.36
C  7.32  -1.67  1.90
N  6.81  1.83  0.91
N  5.91  2.62  0.60
C  4.53  2.36  0.54
C  3.66  3.16  1.25
C  2.28  3.04  1.07
C  1.83  2.15  0.16
O  0.35  1.97  -0.05
C  2.64  1.27  -0.57
N  2.08  0.28  -1.35
C  2.90  -0.47  -2.06
C  4.30  -0.33  -2.03
C  4.86  0.59  -1.21
C  4.03  1.41  -0.41
H  4.46  -1.14  3.64
H  4.71  1.10  2.63
H  8.34  -0.16  0.75
H  8.06  -2.44  1.74
H  4.06  3.88  1.96
H  1.60  3.67  1.63
H  2.42  -1.25  -2.64
H  4.90  -0.97  -2.66
H  5.94  0.71  -1.17
C  -4.38  -4.70  1.77
C  -3.25  -4.23  0.89
C  -1.94  -4.23  1.34
C  -0.89  -3.83  0.51
C  -1.16  -3.43  -0.79
C  -2.47  -3.46  -1.27
C  -3.50  -3.84  -0.43
S  0.16  -2.95  -1.87
O  1.34  -2.89  -1.03
O  0.13  -3.84  -2.99
N  -0.14  -1.46  -2.39
C  -0.89  -1.49  -3.66
C  -1.29  -0.12  -4.13
O  -2.23  0.23  -4.73
O  -1.93  0.40  -1.50
H  -4.11  -4.65  2.83
H  -4.64  -5.73  1.55
H  -5.28  -4.10  1.62
H  -1.72  -4.57  2.34
H  0.13  -3.88  0.85
H  -2.70  -3.21  -2.30
H  -4.52  -3.86  -0.81
H  -1.82  -2.05  -3.64
H  -0.31  -1.91  -4.49
Se  0.17  1.26  -3.61
C  -1.03  2.67  -3.60
N  -1.77  3.55  -3.54

(3)
A molecular structure, C42H33Cl3MoN6O7S2 at a distorted geometry, computed with ωB97M-V/def2-TZVPD.

Output
HOMO (spin up / spin down) (eV): -7.41 / -7.41
Net charge: 0
Frontier orbital gap (spin up / spin down) (eV): 6.08 / 6.08
Relative energy (zero: lowest compared OMol25 entry of this formula, charge and spin) (kJ/mol): 129.59

Positions of all 94 atoms, in Å:
Mo  -0.24  0.12  0.73
Cl  2.27  -3.04  -5.45
C  1.45  -2.43  -4.06
C  0.15  -1.93  -4.19
C  -0.53  -1.45  -3.09
C  0.10  -1.44  -1.84
O  -0.59  -1.04  -0.78
C  1.41  -1.93  -1.71
C  2.07  -1.97  -0.44
N  1.65  -1.40  0.63
C  2.38  -1.54  1.82
C  3.73  -1.76  1.93
C  4.32  -1.89  3.20
C  3.57  -1.80  4.34
C  2.19  -1.53  4.26
C  1.34  -1.37  5.38
C  0.03  -1.06  5.18
C  -0.45  -0.88  3.87
N  0.30  -1.05  2.81
C  1.61  -1.38  2.99
C  2.07  -2.44  -2.83
H  -0.32  -1.92  -5.17
H  -1.53  -1.04  -3.16
H  2.99  -2.56  -0.41
H  4.37  -1.78  1.05
H  5.39  -2.06  3.27
H  4.03  -1.90  5.32
H  1.75  -1.48  6.37
H  -0.65  -0.92  6.01
H  -1.47  -0.56  3.71
H  3.08  -2.82  -2.74
Cl  -5.21  0.84  0.46
C  -4.06  1.16  1.84
C  -4.86  0.92  3.13
C  -4.16  1.56  4.29
C  -3.19  2.47  4.12
C  -2.81  2.98  2.82
Cl  -1.59  4.22  2.83
C  -3.37  2.50  1.68
N  -3.27  2.96  0.41
C  -2.84  4.23  -0.04
C  -3.30  5.37  0.62
C  -2.93  6.63  0.20
C  -2.11  6.77  -0.91
C  -1.67  5.64  -1.58
C  -2.02  4.35  -1.17
C  -1.53  3.19  -2.01
C  -1.63  1.82  -1.37
O  -2.45  0.99  -1.71
O  -0.77  1.70  -0.40
H  -5.89  1.29  3.02
H  -4.46  1.27  5.29
H  -2.69  2.90  4.97
H  -3.59  2.32  -0.31
H  -3.95  5.25  1.48
H  -3.29  7.51  0.72
H  -1.81  7.75  -1.26
H  -1.03  5.74  -2.45
H  -0.47  3.37  -2.25
H  -2.08  3.17  -2.95
N  -1.81  0.04  1.37
C  -3.07  -0.01  1.88
C  -3.62  -1.05  2.53
C  -3.34  -2.46  2.48
C  -4.40  -3.29  2.58
C  -5.76  -2.79  2.70
C  -6.01  -1.50  2.98
C  -4.84  -0.62  3.30
H  -2.35  -2.83  2.24
H  -4.26  -4.36  2.47
H  -6.58  -3.48  2.55
H  -7.02  -1.12  3.07
H  -4.61  -0.82  4.36
O  2.60  2.72  -1.85
S  2.49  1.88  -0.71
O  1.52  0.80  -0.82
O  1.79  2.95  0.40
S  4.13  1.31  0.12
N  0.64  1.43  1.72
C  1.40  2.47  1.59
N  1.80  3.20  2.64
C  2.95  4.10  2.61
C  4.09  3.46  3.40
O  3.69  3.11  4.71
C  2.60  2.19  4.69
C  1.40  2.81  3.99
H  2.65  5.04  3.08
H  3.24  4.28  1.58
H  4.92  4.15  3.50
H  4.43  2.56  2.86
H  2.37  1.95  5.72
H  2.90  1.27  4.16
H  1.09  3.71  4.52
H  0.56  2.12  3.93

(4)
A molecular structure, C42H34AsBiBrN2O2, computed with ωB97M-V/def2-TZVPD.

Output
HOMO (eV): -10.80
Net charge: +1
Frontier orbital gap (eV): 7.04
Relative energy (zero: lowest compared OMol25 entry of this formula, charge and spin) (kJ/mol): 19.04

Positions of all 83 atoms, in Å:
Bi  0.51  -0.42  -0.06
O  -1.33  -0.88  3.75
C  -0.88  0.20  4.45
C  -1.16  0.26  5.81
C  -0.76  1.36  6.55
C  -0.06  2.40  5.95
C  0.21  2.34  4.60
C  -0.20  1.26  3.84
C  0.03  1.23  2.35
O  0.64  0.01  1.96
N  -1.27  1.43  1.69
N  -1.24  1.11  0.33
C  -2.31  1.30  -0.33
C  -2.53  1.00  -1.73
Br  -1.07  0.29  -2.72
C  -3.70  1.18  -2.34
C  -4.88  1.85  -1.78
C  -6.14  1.28  -1.97
C  -7.27  1.88  -1.45
C  -7.16  3.08  -0.76
C  -5.92  3.68  -0.60
C  -4.78  3.07  -1.11
H  -0.74  -1.01  2.98
H  -1.69  -0.57  6.27
H  -0.97  1.39  7.61
H  0.27  3.25  6.54
H  0.75  3.15  4.11
H  0.68  2.07  2.07
H  -1.99  0.91  2.17
H  -3.16  1.71  0.20
H  -3.79  0.80  -3.36
H  -6.22  0.34  -2.52
H  -8.23  1.42  -1.59
H  -8.04  3.56  -0.36
H  -5.83  4.63  -0.09
H  -3.82  3.56  -1.02
C  -1.02  -1.93  0.32
C  -1.84  -2.79  0.54
C  -2.82  -3.78  0.87
C  -3.30  -3.86  2.19
C  -4.24  -4.81  2.52
C  -4.72  -5.69  1.55
C  -4.25  -5.61  0.25
C  -3.31  -4.66  -0.10
H  -2.92  -3.17  2.93
H  -4.61  -4.88  3.53
H  -5.46  -6.44  1.81
H  -4.62  -6.30  -0.51
H  -2.93  -4.60  -1.11
C  4.17  3.20  -4.70
C  2.78  3.14  -4.69
C  2.11  2.95  -3.49
C  2.82  2.85  -2.30
C  4.21  2.92  -2.31
C  4.88  3.10  -3.51
As  1.78  2.60  -0.67
C  1.28  4.42  -0.24
C  2.05  5.51  -0.62
C  1.66  6.79  -0.26
C  0.51  6.98  0.50
C  -0.26  5.89  0.88
C  0.12  4.61  0.51
C  3.15  2.22  0.66
C  3.30  3.00  1.80
C  4.16  2.59  2.81
C  4.88  1.41  2.68
C  4.74  0.64  1.54
C  3.87  1.04  0.54
H  4.70  3.34  -5.64
H  2.23  3.23  -5.61
H  1.03  2.90  -3.49
H  4.77  2.85  -1.39
H  5.96  3.15  -3.52
H  2.94  5.36  -1.21
H  2.26  7.64  -0.56
H  0.21  7.98  0.78
H  -1.16  6.04  1.47
H  -0.48  3.76  0.82
H  2.74  3.93  1.90
H  4.28  3.20  3.70
H  5.55  1.10  3.47
H  5.32  -0.27  1.43
H  3.79  0.44  -0.37

(5)
A molecular structure, C42H35As2Cl5IrN3O3 at a distorted geometry, computed with ωB97M-V/def2-TZVPD.

Output
HOMO (eV): -12.81
Net charge: +2
Frontier orbital gap (eV): 6.19
Relative energy (zero: lowest compared OMol25 entry of this formula, charge and spin) (kJ/mol): 153.92

Positions of all 91 atoms, in Å:
Ir  0.58  0.56  0.09
Cl  -3.57  6.51  -0.13
C  -2.87  4.98  0.19
C  -1.62  4.67  -0.33
Cl  -0.75  5.77  -1.32
C  -1.08  3.43  -0.06
Cl  0.45  2.96  -0.74
C  -1.70  2.46  0.73
O  -1.19  1.27  0.96
C  -2.97  2.79  1.24
Cl  -3.80  1.63  2.18
C  -3.55  4.03  0.96
Cl  -5.11  4.38  1.56
O  4.09  -5.46  -1.06
N  4.82  -4.55  -0.74
O  5.99  -4.63  -0.46
C  4.21  -3.20  -0.69
C  4.99  -2.17  -1.06
C  4.47  -0.83  -1.06
C  5.23  0.30  -1.39
C  4.62  1.53  -1.29
C  3.29  1.63  -0.89
N  2.54  0.57  -0.60
C  3.15  -0.64  -0.68
C  2.34  -1.75  -0.28
N  1.07  -1.43  0.09
C  0.29  -2.42  0.49
C  0.71  -3.74  0.55
C  1.98  -4.08  0.17
C  2.84  -3.06  -0.27
H  6.02  -2.35  -1.34
H  6.26  0.21  -1.70
H  5.16  2.44  -1.52
H  2.84  2.61  -0.81
H  -0.72  -2.14  0.79
H  0.01  -4.49  0.90
H  2.31  -5.11  0.20
C  -0.91  0.12  3.82
C  0.12  1.23  3.68
As  1.49  0.81  2.37
C  2.39  -0.80  3.01
C  2.59  -0.86  4.53
C  2.79  2.26  2.47
C  3.54  2.43  3.79
H  -1.67  0.41  4.54
H  -0.45  -0.80  4.19
H  -1.41  -0.09  2.87
H  0.66  1.39  4.62
H  -0.32  2.18  3.37
H  3.34  -0.86  2.48
H  1.79  -1.65  2.69
H  3.25  -0.08  4.89
H  3.04  -1.82  4.80
H  1.65  -0.79  5.06
H  2.22  3.16  2.23
H  3.50  2.10  1.65
H  2.87  2.40  4.65
H  4.05  3.39  3.80
H  4.30  1.66  3.92
C  -0.47  -3.26  -4.79
C  -1.17  -3.71  -3.68
C  -1.47  -2.83  -2.65
C  -1.06  -1.50  -2.74
C  -0.36  -1.05  -3.85
C  -0.07  -1.94  -4.88
As  -1.43  -0.23  -1.33
C  -2.46  1.14  -2.19
C  -2.01  2.20  -2.95
C  -2.94  3.09  -3.47
C  -4.29  2.90  -3.22
C  -4.74  1.85  -2.44
C  -3.81  0.95  -1.91
C  -4.13  -0.16  -0.99
C  -5.42  -0.51  -0.61
C  -5.63  -1.52  0.31
C  -4.55  -2.19  0.87
C  -3.25  -1.86  0.50
C  -3.04  -0.87  -0.44
H  -0.24  -3.95  -5.59
H  -1.49  -4.74  -3.62
H  -2.06  -3.17  -1.80
H  -0.05  -0.02  -3.93
H  0.45  -1.59  -5.76
H  -0.95  2.35  -3.15
H  -2.61  3.93  -4.07
H  -5.01  3.60  -3.63
H  -5.79  1.74  -2.24
H  -6.27  0.02  -1.02
H  -6.64  -1.79  0.59
H  -4.72  -2.96  1.61
H  -2.45  -2.39  0.99